1.
{"formula": "C5H8N2", "method": "ωB97M-V with the def2-TZVPD basis set", "elements": ["C", "C", "C", "N", "C", "C", "N", "H", "H", "H", "H", "H", "H", "H", "H"], "xyz": [[-1.46153, -1.04375, 0.59410], [-0.55337, 0.14140, 0.79596], [1.96795, 0.25160, 0.54647], [0.66958, -0.01029, -0.07790], [-0.33944, 1.03114, -0.38790], [-1.01729, 0.82568, -1.66998], [-1.64623, 0.65615, -2.62756], [-2.47005, -0.79976, 0.93898], [-1.10282, -1.87135, 1.21615], [-1.55056, -1.41791, -0.44577], [2.77121, 0.25496, -0.19519], [1.91864, 1.20304, 1.07611], [2.12794, -0.54098, 1.28062], [0.69455, -0.74243, -0.79388], [-0.00856, 2.06252, -0.25022]], "atomic_forces_ev_per_a": [[-0.14, -0.10, 0.01], [-0.17, -0.13, -0.08], [0.10, 0.07, 0.00], [0.20, -0.10, -0.07], [0.07, 0.19, -0.07], [-0.51, -0.18, -0.69], [0.64, 0.17, 0.86], [0.11, -0.02, -0.03], [-0.11, 0.09, -0.06], [0.03, 0.12, 0.11], [-0.10, 0.07, 0.04], [-0.02, -0.13, -0.12], [0.07, 0.12, -0.10], [-0.09, 0.07, 0.18], [-0.06, -0.24, 0.02]], "homo_ha": -0.2850, "e_tot_ha": -304.6956, "e_above_lowest_kcal_mol": 87.8, "e_lumo_ev": 0.69, "fmax_ev_per_a": 1.09, "homo_lumo_gap_ev": 8.4}

---

2.
{"formula": "C3H6NOP", "method": "ωB97M-V with the def2-TZVPD basis set", "elements": ["C", "C", "C", "N", "O", "P", "H", "H", "H", "H", "H", "H"], "xyz": [[0.12644, -1.39848, 0.78659], [0.73077, 0.38493, -0.75197], [-0.25019, -0.58709, -0.25518], [-1.47828, 0.47436, 0.85017], [-0.62295, -2.32807, 1.21274], [-2.42167, -0.41341, 1.65989], [0.98202, -1.19423, 1.35997], [0.85292, 0.99949, 0.13871], [0.43001, 0.98715, -1.66929], [1.61855, -0.06053, -0.88702], [-1.01877, -1.08821, -0.94746], [-2.78493, 0.62373, 2.43928]], "atomic_forces_ev_per_a": [[-2.54, -4.81, 2.93], [-3.06, 2.69, -0.12], [-4.83, 1.72, -2.23], [3.39, 0.24, -2.61], [1.89, 1.59, -1.12], [-0.71, -2.74, 0.31], [1.64, 0.54, 0.74], [0.25, 0.82, -0.35], [0.29, -0.79, 1.41], [3.37, -1.72, -0.91], [1.37, 0.84, 0.96], [-1.05, 1.62, 0.98]], "homo_ha": -0.3311, "e_tot_ha": -589.1064, "e_above_lowest_kcal_mol": 87.8, "e_lumo_ev": -0.64, "fmax_ev_per_a": 6.18, "homo_lumo_gap_ev": 8.4}

---

3.
{"formula": "C4H5N2S", "method": "ωB97M-V with the def2-TZVPD basis set", "elements": ["C", "C", "C", "C", "N", "N", "S", "H", "H", "H", "H", "H"], "xyz": [[-0.79229, -1.11010, -0.07785], [-2.14874, -0.99729, 0.09327], [-1.02596, 1.12577, -0.37733], [2.52620, 0.52307, 0.23378], [1.90171, -0.33777, -0.37792], [-0.25127, 0.06814, -0.31558], [-2.62916, 0.69795, 0.01750], [-0.02977, -1.77462, 0.04155], [-2.89950, -1.77309, 0.42203], [-0.64383, 2.08343, -0.70804], [3.63541, 0.10878, 0.19657], [2.35719, 1.38572, 0.85202]], "atomic_forces_ev_per_a": [[-2.67, 1.28, 0.40], [-0.88, -0.48, 0.96], [0.27, -0.54, 0.16], [2.06, -1.59, -0.01], [-2.19, 1.04, -0.06], [3.06, 2.24, -0.74], [0.78, -1.23, -0.62], [0.86, -3.01, 0.28], [1.09, 1.07, -0.57], [-0.33, 0.07, 0.29], [-1.60, 0.70, -0.01], [-0.45, 0.45, -0.06]], "homo_ha": [-0.5174, -0.5174], "e_tot_ha": -662.7092, "e_above_lowest_kcal_mol": 48.8, "e_lumo_ev": [-6.74, -6.74], "fmax_ev_per_a": 3.86, "total_charge": 1, "homo_lumo_gap_ev": [7.3, 7.3]}

---

4.
{"formula": "C8H25ClIOP2Sn", "method": "ωB97M-V with the def2-TZVPD basis set", "elements": ["C", "I", "H", "H", "H", "Sn", "P", "C", "C", "H", "H", "H", "H", "H", "H", "C", "H", "H", "H", "P", "C", "C", "H", "H", "H", "C", "H", "H", "H", "H", "H", "H", "Cl", "C", "O", "H", "H", "H", "H"], "xyz": [[-1.19301, -0.02987, -4.84888], [-1.28696, -0.00067, -2.61847], [-0.16232, 0.06531, -5.17630], [-1.81969, 0.81951, -5.13801], [-1.64807, -0.98926, -5.11518], [0.33561, -0.05860, -0.25617], [0.41309, 2.48582, 0.05867], [-1.18034, 3.33104, 0.20449], [1.41810, 3.07547, 1.44072], [1.54282, 4.16347, 1.33327], [1.25057, 4.26819, -1.27736], [2.40143, 2.58756, 1.42148], [2.19700, 2.75741, -1.54269], [-1.65563, 3.08682, 1.16587], [0.91204, 2.84985, 2.38980], [1.18941, 3.17653, -1.42768], [-0.98959, 4.41638, 0.15739], [0.59189, 2.95346, -2.32139], [-1.85214, 3.04638, -0.61731], [0.43116, -2.54174, 0.37868], [-1.16353, -3.33433, 0.68780], [1.21606, -3.43789, -0.98226], [2.38343, -2.36780, 1.78928], [1.59892, -3.97896, 1.89055], [0.88287, -2.57481, 2.75165], [1.42167, -2.89398, 1.84680], [2.21818, -3.03106, -1.16026], [1.29036, -4.49540, -0.68392], [-0.98743, -4.41395, 0.80717], [-1.84730, -3.17325, -0.15511], [0.61719, -3.34991, -1.89673], [-1.61838, -2.93805, 1.60631], [2.82342, -0.02734, -0.23246], [-1.97891, 0.14269, 2.46484], [-0.53633, 0.05078, 2.35563], [-2.33462, 0.87495, 1.72666], [-2.26475, 0.47070, 3.47530], [-2.44565, -0.83808, 2.25618], [-0.17055, -0.14737, 3.24164]], "atomic_forces_ev_per_a": [[-0.01, -0.16, -0.61], [-0.59, 0.02, -0.31], [0.03, 0.00, 0.26], [0.16, -0.10, 0.39], [0.17, 0.19, 0.32], [2.66, 0.09, 0.85], [-0.20, 1.94, -0.05], [-0.43, -0.51, 0.08], [0.15, -0.92, 0.44], [-0.15, -0.26, -0.14], [-0.07, -0.37, 0.00], [-0.18, 0.19, 0.05], [-0.16, 0.19, -0.03], [0.13, 0.16, -0.28], [0.19, 0.11, -0.23], [0.09, -0.66, -0.23], [0.04, -0.36, 0.02], [0.16, 0.16, 0.19], [0.15, 0.16, 0.20], [-0.26, -1.80, 0.32], [-0.42, 0.52, -0.14], [0.03, 0.60, -0.35], [-0.15, -0.21, 0.07], [-0.15, 0.21, -0.19], [0.20, -0.16, -0.29], [0.22, 0.99, 0.35], [-0.12, -0.15, 0.01], [-0.08, 0.30, 0.00], [0.06, 0.26, -0.03], [0.09, -0.13, 0.19], [0.13, -0.13, 0.15], [0.14, -0.16, -0.25], [-1.88, -0.06, -0.21], [-0.47, -0.24, 0.16], [0.28, -0.10, 0.02], [0.10, -0.18, 0.24], [0.05, -0.06, -0.44], [0.19, 0.48, 0.15], [-0.10, 0.16, -0.64]], "homo_ha": -0.7495, "e_tot_ha": -2048.9090, "e_above_lowest_kcal_mol": 0.0, "e_lumo_ev": -12.78, "fmax_ev_per_a": 2.80, "total_charge": 3, "homo_lumo_gap_ev": 7.6}

---

5.
{"formula": "C4H11NS", "method": "ωB97M-V with the def2-TZVPD basis set", "elements": ["C", "C", "C", "C", "H", "H", "H", "H", "H", "H", "H", "H", "H", "H", "H", "N", "S"], "xyz": [[1.42576, -1.09791, -0.36068], [0.18118, -0.20122, 0.13606], [0.00748, -0.05779, 1.67940], [0.18197, 1.01713, -0.61614], [2.40043, -1.00221, 0.31771], [1.56613, -0.93097, -1.47771], [0.94533, -2.27926, -0.40862], [0.58989, 1.00096, 2.31266], [-0.87474, 0.33243, 2.20343], [0.12477, -1.04073, 2.17378], [-2.28321, 0.05636, 0.14537], [-0.04004, 0.81909, -1.63513], [-0.84076, 1.62425, -0.64321], [1.68008, 1.91047, -1.50622], [1.15099, 2.96918, 0.22873], [1.20865, 1.88884, -0.34181], [-1.47860, -0.91517, -0.27187]], "atomic_forces_ev_per_a": [[-1.76, -2.76, 0.34], [-0.88, -1.55, 2.32], [2.05, 2.87, 2.81], [-5.35, 3.88, -0.37], [-2.36, -0.24, -1.69], [0.27, 0.22, 1.60], [1.83, 3.07, 0.65], [-0.14, -3.52, -2.12], [-1.01, -0.47, -1.66], [0.73, 0.69, -0.07], [0.25, 0.39, 0.22], [1.13, -0.73, -1.47], [1.15, -1.13, 1.40], [-1.04, 1.26, 5.16], [-0.37, -4.52, -2.88], [5.34, 4.49, -3.23], [0.17, -1.94, -1.00]], "homo_ha": -0.3224, "e_tot_ha": -611.7472, "e_above_lowest_kcal_mol": 122.3, "e_lumo_ev": 0.59, "fmax_ev_per_a": 7.69, "homo_lumo_gap_ev": 9.4}

---

6.
{"formula": "C29H24Co2NO7S", "method": "ωB97M-V with the def2-TZVPD basis set", "elements": ["C", "O", "C", "C", "C", "C", "C", "C", "C", "C", "N", "C", "C", "C", "C", "C", "S", "H", "H", "H", "H", "H", "H", "H", "H", "H", "H", "H", "H", "H", "H", "H", "H", "H", "O", "C", "Co", "C", "O", "C", "O", "C", "C", "C", "C", "C", "C", "C", "C", "C", "Co", "C", "O", "C", "O", "C", "O", "H", "H", "H", "H", "H", "H", "H"], "xyz": [[-2.69122, 0.18348, 0.91820], [-1.56287, -0.37083, 1.63898], [-0.36282, 0.19637, 1.81206], [0.67490, -0.79131, 2.10247], [1.95589, -0.61370, 1.55869], [2.93003, -1.58869, 1.75731], [2.61757, -2.73915, 2.49518], [1.32976, -2.92024, 3.01713], [0.34463, -1.96217, 2.81237], [-0.23398, 1.57192, 2.08854], [0.65056, 2.14603, 2.98206], [1.63577, 1.40944, 3.76508], [0.50682, 3.50800, 3.13134], [1.47134, 4.29633, 3.95508], [-0.61413, 3.98009, 2.52327], [-1.21703, 5.32229, 2.70907], [-1.32553, 2.79849, 1.49870], [-3.25723, 0.84043, 1.58616], [-2.36996, 0.70586, 0.00948], [-3.28843, -0.69224, 0.64570], [2.13729, 0.29262, 0.97422], [3.92430, -1.45391, 1.32376], [3.38569, -3.50013, 2.64922], [1.08132, -3.82521, 3.57348], [-0.66962, -2.08181, 3.19404], [1.93708, 2.03686, 4.61168], [1.21368, 0.47865, 4.16210], [2.53801, 1.18911, 3.17914], [1.30099, 5.36070, 3.75054], [1.34972, 4.16441, 5.04315], [2.52430, 4.09070, 3.70432], [-0.46635, 6.05041, 3.03204], [-1.66173, 5.66986, 1.77130], [-2.00859, 5.30687, 3.47294], [-3.30356, -5.79405, -4.67180], [-2.74485, -4.93596, -4.14015], [-1.93286, -3.61926, -3.28884], [-1.08178, -4.76738, -2.25942], [-0.53566, -5.51028, -1.56766], [-0.50557, -3.25358, -4.26598], [0.47247, -3.03236, -4.84225], [-2.14114, -2.28988, -1.75810], [-1.31572, -1.19129, -1.63581], [-0.19150, -0.82377, -0.96006], [0.86396, -0.13885, -1.70298], [2.18887, -0.63128, -1.65374], [3.17638, -0.13352, -2.49725], [2.86581, 0.89808, -3.39313], [1.56566, 1.42039, -3.43731], [0.57934, 0.91983, -2.58931], [-2.47021, -1.10625, -3.04536], [-3.36570, -2.19654, -4.25127], [-4.17908, -2.35349, -5.07522], [-1.43701, -0.51484, -4.36159], [-0.85365, -0.16230, -5.29831], [-3.60546, 0.25632, -2.82678], [-4.33716, 1.14278, -2.69807], [-2.71332, -2.67740, -0.91502], [0.11004, -1.40353, -0.09147], [2.39714, -1.45980, -0.97731], [4.18017, -0.55794, -2.46375], [3.63917, 1.29405, -4.05459], [1.32158, 2.21786, -4.14098], [-0.42653, 1.34467, -2.58530]], "atomic_forces_ev_per_a": [[0.71, -0.30, 0.44], [-2.15, -1.08, -0.78], [0.80, 3.41, 1.38], [-0.02, -0.10, -0.22], [-0.07, -0.17, 0.45], [-0.15, -0.07, 0.27], [0.14, 0.14, -0.11], [0.02, 0.00, -0.08], [0.49, 0.21, -0.26], [-0.33, -3.17, -0.31], [1.59, -0.24, 0.08], [-0.01, 0.38, 0.13], [-1.07, 0.53, -0.15], [0.06, 0.59, 0.20], [1.50, 0.52, 0.88], [-0.20, 0.31, -0.20], [-0.68, -0.09, -0.17], [0.01, -0.10, -0.22], [-0.07, -0.14, 0.18], [0.06, 0.27, -0.05], [0.04, -0.44, 0.10], [-0.29, -0.12, 0.15], [-0.27, 0.18, -0.04], [0.16, 0.19, -0.14], [0.31, -0.02, -0.15], [-0.15, -0.19, -0.19], [0.07, 0.23, -0.26], [-0.21, -0.17, 0.15], [0.11, -0.25, 0.11], [0.02, -0.10, -0.32], [-0.40, -0.09, 0.01], [-0.16, -0.06, -0.12], [0.01, 0.15, 0.14], [0.10, -0.02, -0.19], [0.79, 0.48, 0.20], [-1.89, -0.40, -0.20], [0.74, -0.04, 0.05], [-0.30, 0.12, 1.57], [-0.27, 0.50, -0.89], [2.32, 1.11, -1.20], [-1.33, -0.51, 0.67], [-0.69, -1.59, 2.98], [2.41, -0.63, 1.38], [-0.47, -0.63, -1.15], [0.23, 0.77, -0.06], [-0.35, 0.06, -0.14], [-0.37, 0.33, -0.02], [0.00, 0.00, -0.03], [0.20, -0.21, 0.26], [0.39, 0.05, 0.16], [-1.11, 0.79, -3.96], [-1.42, 0.33, -0.15], [1.00, -0.17, 0.63], [1.32, 1.43, -2.01], [-0.93, -0.68, 1.55], [-1.00, -0.07, 0.49], [0.97, -0.77, -0.21], [-0.19, -0.04, -0.14], [0.02, -0.25, -0.45], [0.01, 0.16, -0.21], [-0.20, 0.13, -0.03], [-0.24, -0.12, 0.14], [0.09, -0.17, 0.19], [0.29, -0.16, -0.10]], "homo_ha": -0.1351, "e_tot_ha": -4864.5385, "e_lumo_ev": 2.21, "fmax_ev_per_a": 4.19, "total_charge": -1, "homo_lumo_gap_ev": 5.9}